[1]
Below is 9 unconnected molecules or ions with the total composition C67H82BF3IN6O5, with properties calculated with wB97M-V/def2-TZVPD.

Values from the calculation:
charge = +1
multiplicity = 1

Last column: Löwdin charge in e.
Element x y z (Å)
C1 11.8912 11.5988 -1.8594  -0.09
H1 -5.3167 -6.4961 -5.1295  0.10
C2 -1.2594 -6.7702 -2.2879  -0.09
C3 -9.5584 0.3709 5.5686  -0.10
H2 4.0156 -1.1878 0.7638  0.12
H3 -4.2445 -1.6728 -5.3062  0.10
H4 -1.1984 -8.5616 -1.1067  0.10
H5 4.6088 0.0920 -2.4112  0.10
C4 9.1480 5.0316 -5.0536  -0.08
C5 1.3786 -8.0755 4.5868  -0.09
N1 4.1518 2.2976 -3.6784  -0.16
H6 4.1922 -4.2204 -3.6814  0.11
C6 -1.9735 0.6397 0.0518  -0.04
H7 7.5160 5.5944 -1.5991  0.10
H8 7.1009 3.4920 -2.8388  0.09
H9 -0.1350 -3.7379 -1.2882  0.05
C7 -0.9690 -7.5038 -1.1442  -0.08
H10 -12.4965 1.4649 4.2869  0.09
O1 4.5341 1.5342 0.6068  0.16
H11 -0.1790 -9.5363 4.3764  0.10
C8 -13.9404 4.2276 4.3139  -0.11
H12 1.5129 -2.6725 0.8767  0.12
H13 2.8805 0.1390 1.9445  0.16
C9 2.7618 -7.7289 2.6495  -0.10
H14 4.0650 -3.5600 3.5028  0.07
H15 12.2132 8.7774 -0.0130  0.10
H16 -14.9260 3.8703 7.5343  0.10
C10 2.5361 1.0142 -1.0057  -0.16
C11 8.3297 4.0541 -4.5037  -0.10
B1 3.7508 1.9816 -0.4640  -0.58
C12 -16.3041 4.6155 4.5315  -0.10
H17 -4.4560 -0.3402 2.9062  0.07
N2 2.2157 -0.4572 1.4384  0.13
H18 3.9128 3.8872 -5.1006  0.10
C13 11.9887 9.4122 -0.8614  -0.10
H19 5.5019 -1.5960 -4.1719  0.11
C14 11.2200 9.6681 -3.1261  -0.10
N3 1.4035 1.3363 -0.0524  -0.02
H20 -1.1825 -4.8441 -3.2326  0.10
H21 -11.4817 -2.4068 5.8077  0.10
H22 11.3708 7.7814 -2.1125  0.09
H23 9.6099 4.8713 -6.0198  0.11
F1 -3.0802 -1.3477 -0.6194  0.18
C15 9.3720 6.2156 -4.3636  -0.08
C16 -4.2366 1.2174 5.9055  -0.10
H24 5.7544 -2.2436 -1.9813  0.09
C17 -5.0860 -5.4385 -5.1664  -0.09
C18 2.0237 1.6269 -2.3434  0.00
O2 4.0238 3.2383 -0.9655  0.16
C19 -11.2028 -1.3846 5.5832  -0.09
H25 1.0449 1.2193 -2.6446  0.13
H26 -0.0297 -0.3690 2.2733  0.19
H27 -9.1934 -1.6138 6.3014  0.09
C20 -14.9932 4.0575 6.4695  -0.09
H28 8.1521 3.1318 -5.0443  0.09
H29 11.1853 11.6755 -3.8844  0.10
C21 3.3661 -3.5374 1.4276  -0.75
H30 3.9078 -1.9497 2.8072  0.06
C22 -2.7576 -0.6315 0.4223  -0.65
H31 -13.0516 4.1711 3.6963  0.10
C23 5.0884 1.6495 -4.6207  -0.04
F2 -2.1611 -1.3487 1.3770  0.15
H32 -6.1829 -1.6097 4.1349  0.11
H33 6.0762 2.1546 -4.5053  0.08
H34 -3.6917 2.0112 6.4021  0.10
C24 -3.9719 0.9172 4.5757  -0.10
C25 -16.2179 4.3735 5.8964  -0.10
H35 -5.2961 -2.7775 -7.2514  0.10
O3 2.5828 0.9058 -4.4905  0.13
H36 12.5456 11.2212 0.1491  0.10
H37 -0.1641 -7.4510 0.8455  0.08
H38 2.8040 -4.4826 1.5073  0.06
H39 -6.6603 -1.0717 6.4990  0.10
C26 -5.0727 -3.3495 -6.3592  -0.10
H40 -5.4075 0.7305 7.6359  0.11
H41 3.7072 3.9373 -0.3752  0.13
H42 2.2964 -8.9338 0.9351  0.11
N4 0.0692 0.3204 1.5282  0.20
H43 0.3650 -5.0391 0.7581  0.09
H44 4.7241 4.3320 -3.5793  0.08
C27 -11.7723 0.7900 4.7272  -0.09
H45 1.8174 2.6940 -2.1275  0.13
N5 2.8679 -3.3363 -5.0933  -0.01
H46 0.4087 -10.0869 2.0394  0.11
H47 -17.1061 4.4314 6.5134  0.10
H48 -1.7204 -7.2548 -3.1399  0.10
C28 -10.4847 1.2342 4.9983  -0.09
H49 -17.2599 4.8583 4.0840  0.10
C29 2.0366 -8.6905 1.9583  -0.11
C30 11.5132 8.8532 -2.0404  -0.11
C31 4.3934 -0.6159 -1.5948  -0.07
H50 -5.8379 -5.1870 -7.1605  0.10
C32 0.9775 -9.3397 2.5795  -0.10
C33 -0.0884 -5.5258 -0.0994  -0.09
C34 -4.5014 -4.8166 -4.0712  -0.10
H51 4.8999 -3.6012 -5.1769  0.11
H52 -1.4419 0.5481 -0.9024  0.10
C35 0.8996 -1.2324 -1.7874  -0.31
C36 7.9717 5.4378 -2.5694  -0.09
I1 5.3464 -4.0140 0.7320  0.92
H53 -3.7464 -2.9766 -3.2641  0.09
H54 1.0406 3.2350 0.2543  0.14
H55 4.1224 -2.8462 -1.7322  0.05
C37 -4.6675 -0.1032 3.9383  -0.09
C38 -4.2013 -3.4616 -4.1203  -0.10
C39 4.1596 -3.3786 -4.3884  -0.26
C40 4.5644 -2.0045 -3.7596  -0.18
H56 -10.2032 2.2543 4.7658  0.10
O4 2.1676 -1.2523 -2.0183  0.07
C41 -0.3709 -4.7939 -1.2465  -0.10
H57 2.4373 -3.1836 -0.5332  0.11
O5 1.6427 2.5543 0.5976  0.05
C42 -12.1314 -0.5187 5.0212  -0.09
H58 2.9839 4.1065 -3.5709  0.09
C43 -9.9167 -0.9388 5.8591  -0.10
H59 -2.7508 1.4052 -0.1098  0.14
C44 7.7418 4.2573 -3.2638  -0.12
H60 10.8429 9.2333 -4.0443  0.09
C45 -0.3860 -6.8809 -0.0481  -0.09
C46 2.4346 -7.4226 3.9642  -0.10
C47 8.7857 6.4184 -3.1208  -0.09
H61 1.1248 -7.8392 5.6128  0.10
C48 -5.6361 -0.8175 4.6312  -0.08
C49 3.9156 3.7162 -4.0102  -0.05
N6 -0.1386 -1.4933 -1.4640  0.26
F3 -3.9329 -0.2181 0.9595  0.10
H62 -12.9006 3.7285 6.1244  0.10
C50 2.9194 -0.4920 -1.0516  -0.25
C51 -13.8552 3.9805 5.6780  -0.10
C52 4.6926 -2.0401 -2.2028  -0.20
H63 2.9532 -2.7524 -5.9204  0.07
H64 12.0426 12.6688 -1.7901  0.10
H65 -3.2197 1.4818 4.0342  0.08
H66 4.7319 1.7445 -5.6595  0.10
C53 -1.0948 1.1577 1.2111  -0.09
H67 5.4681 1.5925 0.3474  0.13
H68 -4.2792 -5.3886 -3.1780  0.10
H69 2.1471 -2.9320 -4.5013  0.05
C54 1.2161 0.3840 0.9660  -0.24
H70 5.2163 0.5910 -4.3678  0.06
C55 0.6478 -9.0308 3.8929  -0.09
H71 3.0033 -6.6748 4.5045  0.10
H72 -0.8367 2.1993 0.9998  0.12
H73 -8.5556 0.7192 5.7863  0.09
H74 5.1448 -0.4422 -0.8174  0.12
H75 -15.2306 4.7422 2.6778  0.10
C56 -5.2014 0.4990 6.5983  -0.09
C57 2.9322 1.5754 -3.5727  -0.46
H76 2.4312 -2.8154 3.2970  0.08
H77 8.9631 7.3411 -2.5817  0.09
H78 10.0050 6.9815 -4.7949  0.10
H79 -1.7289 1.1589 2.1133  0.13
C58 -0.9584 -5.4159 -2.3396  -0.09
H80 3.7605 -1.2918 -4.0156  0.08
C59 -5.9034 -0.5153 5.9597  -0.10
C60 3.4288 -2.9437 2.8507  -0.17
C61 2.5288 -2.6709 0.4322  -0.19
C62 11.4108 11.0405 -3.0365  -0.09
C63 12.1761 10.7850 -0.7708  -0.09
C64 -5.3758 -4.7036 -6.3085  -0.09
C65 -15.1645 4.5470 3.7413  -0.10
C66 2.9870 -1.1770 0.3761  -0.18
H81 -13.1362 -0.8642 4.8113  0.10
H82 3.5846 -7.2181 2.1625  0.09
C67 -4.4832 -2.7287 -5.2657  -0.10

Cartesian forces, eV/Å:
C -0.012 -0.016 0.000
H -0.010 0.027 0.002
C -0.002 -0.027 0.007
C 0.036 0.011 0.007
H -0.235 0.364 -0.610
H -0.016 -0.019 -0.002
H -0.005 0.024 0.005
H -0.306 0.022 0.406
C 0.000 0.017 -0.014
C -0.009 0.032 -0.003
N -0.442 -0.244 0.472
H -0.134 0.391 -0.024
C 0.044 0.202 -0.065
H 0.013 0.006 -0.017
H 0.015 0.027 0.034
H -0.091 -0.130 0.015
C -0.004 0.061 -0.004
H -0.002 -0.024 0.024
O -0.367 -0.573 -0.907
H 0.029 0.005 -0.008
C -0.006 -0.011 0.023
H 0.308 -0.021 -0.339
H -0.171 -0.053 0.002
C -0.003 0.051 -0.020
H -0.381 0.120 -0.202
H 0.007 0.016 -0.022
H -0.001 -0.002 -0.029
C -0.065 1.202 -0.259
C 0.013 -0.013 -0.046
B 0.911 0.147 0.783
C 0.008 0.006 0.016
H -0.112 0.001 0.232
N 0.252 0.405 -0.367
H -0.195 -0.221 0.314
C -0.011 0.000 -0.003
H -0.286 -0.293 0.053
C -0.002 -0.019 0.019
N -0.178 -1.451 -0.534
H -0.010 -0.024 0.013
H 0.000 0.025 0.003
H 0.025 0.017 0.000
H -0.015 0.007 0.022
F 0.296 -0.866 -0.476
C -0.011 -0.018 0.025
C 0.059 0.048 0.001
H -0.470 -0.106 0.115
C 0.002 0.021 0.000
C -0.140 0.748 0.155
O -0.871 -0.289 -0.077
C 0.009 -0.002 0.007
H 0.511 -0.180 0.089
H 0.039 0.095 -0.191
H -0.025 0.006 -0.002
C -0.007 -0.010 0.011
H 0.037 0.021 -0.005
H 0.010 -0.016 0.019
C -1.296 0.133 0.346
H -0.132 -0.325 0.192
C -0.485 1.932 -0.077
H -0.019 0.012 0.008
C 0.338 0.699 0.082
F 0.432 -0.647 -0.030
H 0.003 0.027 0.009
H -0.764 -0.311 -0.185
H -0.025 -0.016 -0.003
C -0.047 -0.107 0.026
C 0.007 -0.001 -0.018
H 0.002 -0.017 0.020
O -0.762 -1.638 -1.111
H 0.000 -0.011 -0.029
H -0.010 0.038 -0.029
H 0.597 0.098 -0.245
H 0.028 0.010 -0.005
C 0.003 0.004 0.006
H 0.000 0.002 -0.026
H 0.493 -0.088 -0.057
H -0.013 0.017 0.022
N -0.481 0.316 0.178
H -0.021 -0.034 0.016
H -0.227 -0.252 -0.239
C 0.008 0.025 -0.025
H 0.229 -0.395 0.008
N 0.180 -0.197 0.346
H 0.020 0.006 0.019
H 0.021 -0.005 -0.014
H 0.024 0.017 0.010
C -0.027 -0.019 0.011
H 0.024 0.004 0.010
C 0.019 -0.017 -0.007
C -0.017 0.000 0.004
C 0.117 -1.003 -0.713
H 0.019 0.012 0.019
C 0.028 0.000 0.018
C 0.014 0.010 -0.087
C 0.018 -0.025 0.021
H -0.211 -0.186 0.409
H 0.039 -0.304 0.439
C 4.579 -0.329 -0.910
C -0.019 -0.007 -0.008
I -0.286 0.051 0.212
H -0.006 -0.023 -0.011
H -0.055 -0.421 -0.224
H 0.004 0.279 -0.274
C 0.025 0.003 0.053
C 0.026 0.015 0.004
C 0.499 0.697 -1.072
C -0.743 -0.409 0.853
H -0.006 -0.017 0.016
O -0.618 0.798 -0.140
C 0.093 -0.025 0.073
H 0.232 0.290 0.193
O 0.249 0.807 0.592
C -0.001 -0.010 -0.005
H 0.239 -0.378 -0.210
C -0.006 0.025 -0.021
H 0.319 -0.236 0.077
C -0.037 -0.020 0.037
H 0.025 0.023 0.007
C -0.016 -0.040 0.060
C -0.040 0.025 -0.020
C -0.015 0.022 0.011
H 0.005 -0.011 -0.021
C 0.004 0.004 0.039
C 0.637 0.625 0.574
N -4.831 -0.190 1.198
F -0.131 -0.045 0.105
H -0.023 0.000 -0.002
C 2.859 0.464 0.749
C 0.020 0.010 -0.012
C 0.787 0.907 -0.608
H -0.109 -0.053 0.185
H -0.006 -0.024 -0.001
H -0.026 0.036 0.026
H 0.240 -0.131 0.263
C -1.293 0.005 -0.020
H -0.137 0.413 0.557
H 0.003 0.019 -0.014
H 0.067 -0.059 -0.143
C 0.297 0.149 0.042
H -0.138 0.330 -0.132
C -0.012 -0.002 -0.009
H 0.004 -0.035 0.003
H 0.338 -0.413 0.193
H -0.020 -0.005 -0.024
H -0.585 0.178 0.046
H -0.002 -0.012 0.026
C -0.016 -0.005 -0.007
C 0.558 0.707 0.020
H 0.228 -0.185 -0.235
H -0.010 -0.013 -0.023
H -0.006 -0.028 0.011
H 0.401 0.064 -0.218
C -0.016 0.024 -0.051
H 0.361 -0.272 -0.053
C 0.016 -0.006 -0.007
C 0.681 0.341 -0.358
C -0.109 -0.101 0.640
C -0.012 0.011 -0.004
C 0.002 0.002 0.005
C 0.011 -0.003 -0.010
C 0.000 -0.014 -0.022
C -0.685 -1.021 0.017
H 0.027 0.012 0.002
H 0.023 -0.037 0.008
C -0.003 -0.018 0.003


[2]
Below is a molecular structure, C15H39MgN3O12S5, with properties calculated with wB97M-V/def2-TZVPD.

Values from the calculation:
charge = 0
multiplicity = 1

Last column: Löwdin charge in e.
Element x y z (Å)
H1 -0.7043 -5.3782 3.0384  0.05
H2 -2.9964 4.3297 2.0043  0.07
O1 -0.5649 0.2197 -0.0734  -0.10
O2 -2.3667 5.3914 -0.9911  0.05
H3 -0.1821 4.4069 -3.6785  0.06
C1 1.5553 -5.5650 -1.8481  -0.32
H4 2.3282 -1.3635 4.8048  0.06
H5 3.4081 2.3974 2.6144  0.06
O3 1.7333 -0.2460 1.4934  -0.57
O4 -2.4136 -0.6038 0.6136  0.03
O5 3.0840 -2.5762 -1.9020  -0.01
H6 -1.0481 2.4266 2.7953  0.05
C2 -3.3137 5.0524 1.2526  -0.01
O6 1.8178 -0.8950 -1.3709  -0.08
H7 1.2268 -3.6241 -1.1525  0.06
H8 -0.1385 -4.8561 -1.1211  0.08
C3 -2.3948 -0.7770 -3.2019  -0.25
O7 -2.2771 0.4797 -5.5177  -0.59
H9 2.2561 2.5729 -4.1793  0.06
C4 4.0527 -1.1743 2.5692  -0.23
C5 -2.4001 3.1591 -0.2858  -0.02
C6 -1.6743 -5.3611 2.5415  -0.26
H10 1.3984 4.3698 -3.0220  0.05
H11 -0.5149 -1.9536 -6.3081  0.04
H12 -1.3997 -5.1434 1.5094  0.04
O8 -0.7514 -1.8743 0.0038  -0.03
H13 3.0598 4.0728 2.8591  0.05
H14 -0.1549 3.4847 4.0686  0.06
H15 0.6863 2.0172 -5.0435  0.04
C7 0.7192 -4.4474 -1.6552  -0.08
C8 -1.6068 -2.6948 3.4614  -0.26
H16 -3.1334 2.5491 0.2418  0.08
H17 4.4463 -1.8581 3.3213  0.07
C9 1.9194 -0.6561 4.0833  -0.20
H18 -0.5352 -2.7655 -4.7801  0.04
H19 4.5303 -1.3138 1.5994  0.06
H20 -1.8448 -1.5078 -2.6091  0.04
H21 2.4166 2.8770 3.9893  0.05
H22 0.3514 -4.1799 -2.6458  0.08
H23 -2.1289 -6.3495 2.4749  0.05
N1 2.2055 -6.5060 -1.9804  0.12
H24 0.1435 1.7487 3.8431  0.03
C10 1.4221 1.8749 -4.2520  -0.23
O9 3.3008 -0.6925 -2.8722  0.02
S1 0.3744 2.1546 -2.7602  0.90
S2 -1.3061 -0.2978 -4.5747  0.83
O10 -3.1272 -4.5375 4.7007  -0.59
S3 1.0622 3.2086 1.9993  0.99
N2 -1.2961 -0.7510 0.1644  -0.57
S4 -2.7786 -4.1013 3.2610  0.85
Mg1 1.3798 0.5932 -0.1275  0.51
H25 -3.3137 -1.2478 -3.5512  0.06
H26 -2.7018 0.0458 -2.5563  0.05
C11 0.3814 4.0308 -2.8246  -0.18
H27 -1.2929 -2.3278 2.4843  0.02
H28 -0.1710 4.3640 -1.9460  0.03
C12 -2.7209 4.6433 -0.0939  -0.46
C13 -0.1370 2.6741 3.3401  -0.19
S5 2.2518 -1.3671 2.3828  1.00
H29 -4.3869 5.0422 1.0621  0.09
H30 -2.0578 -2.3483 -5.6310  0.05
N3 2.7389 -1.3797 -2.0324  -0.57
H31 -2.0849 -1.8833 4.0099  0.05
H32 1.8994 0.9050 -4.3921  0.05
H33 0.8578 -0.4444 4.2107  0.04
O11 1.0015 2.1713 0.8639  -0.59
H34 2.4036 0.3157 4.1800  0.04
C14 -1.0573 -2.0077 -5.3642  -0.21
O12 1.2369 1.8845 -1.5862  -0.58
H35 -1.4581 2.8855 0.1894  0.06
H36 -2.5038 2.8266 -1.3187  0.08
C15 2.6207 3.0783 2.9377  -0.24
H37 -2.9244 6.0245 1.5554  0.08
H38 -0.7040 -3.0854 3.9312  0.04
H39 4.2970 -0.1361 2.7936  0.05

Cartesian forces, eV/Å:
H -0.207 -0.247 0.520
H -0.439 -0.142 -0.018
O -0.110 2.409 -0.562
O -0.769 0.230 1.051
H -0.298 -0.418 -0.146
C 1.784 -1.752 -0.144
H -0.274 0.069 0.107
H -0.586 -0.309 -0.518
O 1.423 -1.351 1.809
O -0.782 0.158 -0.058
O -0.695 0.827 0.680
H -0.212 0.594 0.155
C 0.772 0.008 -0.975
O -1.479 0.285 1.761
H -0.262 -0.050 -0.123
H -0.178 0.541 0.314
C 0.276 -0.846 0.148
O 2.055 -1.348 1.370
H -0.294 0.355 -0.367
C 0.044 0.605 -0.855
C -1.487 -0.179 0.673
C 0.878 0.340 -0.419
H 0.073 -0.034 0.818
H 0.103 0.709 0.118
H -0.395 0.609 -0.170
O -1.097 0.006 0.176
H -0.024 0.053 0.102
H -0.437 0.063 -0.241
H 0.394 0.419 -0.370
C -1.258 0.436 -0.100
C 0.432 -0.752 -0.704
H -0.117 -0.088 0.251
H -0.163 -0.021 -0.116
C 0.095 -0.241 -0.783
H -0.117 0.380 0.530
H -0.164 -0.618 -0.045
H 0.054 -0.007 0.230
H -0.117 0.023 -0.054
H 0.008 0.518 0.084
H -0.272 0.217 0.630
N -0.216 0.297 0.015
H 0.435 0.060 -0.157
C -0.373 0.319 0.487
O 0.289 0.917 -0.481
S 0.205 0.963 -1.513
S -2.196 0.288 -1.696
O 0.793 0.514 -2.205
S -0.552 -1.766 -0.667
N 1.472 -2.578 0.529
S -0.661 -0.265 1.923
Mg -0.889 -0.706 -1.863
H 0.157 0.016 -0.443
H 0.493 0.314 -0.306
C -0.396 -1.090 -0.927
H -0.301 -0.035 -0.288
H 0.556 0.063 0.172
C 1.780 -0.669 -0.975
C 0.968 -0.461 -0.866
S -0.293 1.350 1.118
H -0.119 0.124 0.600
H -0.087 -0.029 0.219
N 2.330 -1.975 -1.849
H -0.103 -0.386 0.113
H -0.569 -0.334 0.754
H -0.061 -0.669 -0.099
O 0.199 2.750 2.806
H 0.381 -0.163 -0.264
C -0.656 0.445 -0.041
O 0.892 0.095 0.435
H 0.282 0.101 -0.366
H 0.595 0.350 -0.067
C 0.302 0.478 0.424
H -0.407 0.141 -0.219
H -0.136 0.072 0.481
H -0.276 0.022 0.459


What did we get for E? Answer: -106909.257, -104839.939 eV, in the order shown.
What did we get for HOMO? Answer: -10.24, -8.63 eV, in the order shown.